Entry 1:
80
Properties=species:S:1:pos:R:3:forces:R:3 method="wB97M-V/def2-TZVPD" multiplicity=2 charge=+1 e_lumo_ev="-3.53 / -8.31" homo_energy_ev="-11.17 / -11.17" orbital_gap_ev="7.64 / 2.86"
Br 2.17225 5.18265 3.98860 0.095 0.253 -0.459
C 3.35120 5.62257 2.44906 -0.419 -0.809 0.284
C 2.52743 5.83934 1.18420 0.230 -0.110 0.612
Br 3.79957 6.20364 -0.24461 -0.162 0.171 -0.048
H 3.92105 4.69817 2.35502 0.208 0.338 -0.092
H 3.98161 6.44529 2.78642 -0.235 -0.035 -0.331
H 1.80501 6.64840 1.29197 0.267 0.052 -0.215
H 2.01580 4.92523 0.88299 0.063 0.156 0.151
Br -4.45833 4.01977 3.41635 0.414 -0.320 0.132
C -2.68554 3.15366 3.20823 -0.922 0.063 -1.699
C -2.16809 2.69520 4.50456 0.396 0.707 1.884
Br -0.22737 2.26802 4.43449 -0.977 0.012 0.175
H -2.11114 3.89073 2.64708 0.261 -0.082 0.531
H -2.88071 2.32834 2.52350 0.067 -0.031 0.080
H -2.76515 1.93011 5.00080 0.368 -0.611 -0.617
H -2.23727 3.48412 5.25351 0.366 0.300 -0.249
Br 2.42610 0.43519 -6.28382 0.047 -0.200 0.263
C 2.01206 -0.98123 -5.02414 0.111 -0.685 1.145
C 2.52795 -0.64388 -3.62201 -0.847 0.439 0.028
Br 2.04971 -2.08385 -2.25887 0.537 0.719 -1.108
H 2.46864 -1.91800 -5.34364 -0.176 0.207 -0.387
H 0.92626 -1.06042 -4.97061 0.157 -0.109 -0.270
H 1.96318 0.21158 -3.25144 0.300 -0.072 0.158
H 3.59333 -0.41749 -3.57939 -0.139 -0.416 0.207
Br -1.53419 -0.71066 -1.64496 -0.269 1.142 0.496
C -1.26736 0.95926 -0.50505 -0.235 -0.494 0.325
C 0.20369 1.05860 -0.33924 1.117 -0.470 -0.708
Br 0.66045 2.42189 0.94235 -0.086 0.176 -0.134
H -1.73410 0.82042 0.47013 -0.277 -0.412 -0.335
H -1.68160 1.82805 -1.01663 -0.092 -0.380 -0.236
H 0.66431 1.24346 -1.30968 0.254 0.471 0.220
H 0.68617 0.15036 0.02188 -0.399 0.023 0.148
C -4.39211 -2.77568 1.73867 -0.245 -0.652 -0.547
O -4.79887 -3.84043 2.17511 0.246 -0.128 0.050
N -5.09717 -1.64368 1.66228 -0.007 0.684 -0.412
C -4.44218 -0.42278 1.27293 0.641 -0.227 0.046
C -6.34980 -1.52070 2.33892 -0.755 -0.286 -0.168
H -3.40795 -2.68615 1.25327 0.194 0.169 0.121
H -4.96632 0.21100 0.55760 -0.599 -0.180 0.257
H -3.52565 -0.70922 0.75715 0.289 0.273 0.404
H -4.26964 0.08310 2.22288 0.459 0.709 -0.340
H -7.09025 -1.02399 1.71193 -0.051 -0.328 -0.377
H -6.62145 -2.55402 2.55469 -0.516 0.345 0.414
H -6.32230 -0.86470 3.20898 0.454 -0.317 0.411
C -0.98770 -6.45559 -1.40621 2.467 -1.119 -0.922
O 0.26906 -6.43940 -1.51339 -3.347 0.298 0.492
N -1.73925 -5.38420 -1.06102 -2.001 1.523 0.925
C -3.24648 -5.56062 -0.96785 -0.205 0.823 0.181
C -1.22993 -4.12540 -0.54457 0.902 -0.379 -0.008
H -1.66547 -7.29981 -1.60651 0.750 -0.282 -0.104
H -3.58392 -6.33958 -0.28415 0.726 -0.466 -0.068
H -3.77987 -5.67217 -1.91186 0.794 -0.486 -0.504
H -3.75123 -4.67959 -0.57146 0.806 0.399 0.242
H -1.51552 -3.25805 -1.13976 -0.752 -0.003 -0.052
H -1.62831 -4.06768 0.46837 -0.200 0.412 0.101
H -0.14299 -4.04969 -0.51399 -0.055 -0.723 -0.096
C 3.36784 2.65819 -2.92174 0.377 -1.262 1.084
O 3.37381 2.00965 -1.84320 -0.278 1.442 -2.212
N 4.36746 2.66860 -3.82712 -1.541 -1.861 0.264
C 4.25960 3.28925 -5.13609 0.479 0.882 0.615
C 5.55539 1.83340 -3.62317 -0.374 1.305 0.167
H 2.54203 3.27990 -3.30082 -0.257 0.005 0.537
H 4.53158 2.60237 -5.93754 0.011 0.023 0.131
H 4.95475 4.12634 -5.07168 0.222 0.101 -0.740
H 3.28697 3.73391 -5.34674 -0.149 -0.323 0.288
H 6.24494 2.67665 -3.58380 1.408 -1.032 0.051
H 5.50412 1.26947 -2.69180 -0.084 0.435 0.032
H 5.70627 1.12758 -4.43996 0.123 0.314 -0.211
C -0.30457 -0.96528 2.68257 1.248 -0.003 -0.493
O -1.23619 -1.01348 1.90116 -0.652 -0.001 -0.236
N 0.84294 -1.66615 2.50588 -0.031 0.304 -0.834
C 1.89570 -1.71553 3.47852 0.338 -0.498 0.156
C 1.20767 -2.35236 1.24802 -0.972 0.373 1.026
H -0.24177 -0.24667 3.51435 -0.273 -0.425 0.202
H 1.65584 -1.13190 4.36731 0.140 0.017 -0.142
H 2.85008 -1.44976 3.02397 0.001 0.627 0.112
H 2.05564 -2.76042 3.74448 -0.157 -0.135 0.464
H 0.46719 -2.15478 0.47294 -0.026 0.132 0.164
H 2.17649 -1.97371 0.92227 0.045 -0.262 -0.009
H 1.21677 -3.41448 1.49280 0.381 -0.213 -0.409

***

Entry 2:
69
Properties=species:S:1:pos:R:3:forces:R:3 method="wB97M-V/def2-TZVPD" charge=+1 e_lumo_ev=-4.61 homo_energy_ev=-10.17 orbital_gap_ev=5.56
I 3.16996 -3.40868 1.49112 -0.149 0.216 -0.251
P 1.76733 -2.09344 0.10054 0.195 -0.347 0.583
C 0.74328 -1.01265 1.09707 0.073 0.435 0.072
C 0.06313 0.11098 0.30154 -0.135 -0.430 -0.222
C -0.68041 -0.29259 -0.98805 -0.083 0.300 0.039
C -2.19187 -0.26428 -0.84889 0.016 0.090 0.150
N -2.74646 -1.36401 -0.07821 0.046 0.268 -0.046
C -4.01568 -1.36729 0.43050 -0.092 -0.760 0.475
C -4.21339 -2.56006 1.09622 -0.018 0.207 -0.183
C -3.03066 -3.31359 0.97419 0.515 0.449 -0.352
C -2.14276 -2.54568 0.24668 -0.397 -0.614 0.420
H 1.03666 -2.99916 -0.66596 -0.009 0.075 -0.139
H 2.54562 -1.33813 -0.77894 0.002 -0.045 -0.065
H 0.04539 -1.61137 1.67639 -0.129 -0.290 -0.099
H 1.43191 -0.56909 1.81814 0.137 -0.037 0.076
H 0.80586 0.86876 0.07218 0.132 0.098 -0.009
H -0.65373 0.56039 0.98197 -0.007 0.177 0.164
H -0.44938 0.45306 -1.74396 0.075 0.027 -0.170
H -0.35606 -1.24445 -1.41041 0.076 -0.107 -0.029
H -2.43121 0.66498 -0.33356 -0.195 0.092 0.046
H -2.66633 -0.19736 -1.82408 -0.017 -0.216 -0.196
H -4.70590 -0.55809 0.29866 0.061 0.296 -0.125
H -5.10269 -2.87658 1.60713 -0.181 0.101 0.020
H -2.81560 -4.29684 1.34571 -0.088 -0.149 0.119
H -1.15608 -2.83542 -0.04909 0.189 0.185 -0.296
C -2.64019 1.77099 -4.22543 -0.048 -0.018 0.002
C -2.44966 0.97713 -5.51000 0.004 -0.026 0.126
N -1.18223 1.24368 -6.16367 -0.011 -0.025 -0.056
C -1.10745 0.72114 -7.51906 -0.031 0.007 -0.194
C -1.15322 -0.79947 -7.71185 0.052 0.013 -0.018
C -0.00540 1.05818 -5.34190 0.092 0.085 0.190
C 0.21420 -0.32427 -4.70714 0.128 -0.011 0.053
H -2.51662 2.83894 -4.40542 0.047 0.004 0.000
H -3.64658 1.60602 -3.83765 -0.005 0.002 -0.003
H -1.93450 1.47016 -3.44697 0.009 0.022 -0.013
H -3.24342 1.25876 -6.20477 0.025 -0.040 -0.067
H -2.59649 -0.09324 -5.28914 -0.044 0.007 -0.006
H -0.19912 1.11167 -7.98440 0.033 0.014 0.063
H -1.93508 1.16319 -8.08039 -0.041 0.011 0.067
H -0.21554 -1.27736 -7.42959 -0.008 -0.012 0.048
H -1.32339 -1.02860 -8.76463 0.000 0.011 -0.006
H -1.96142 -1.26255 -7.14473 -0.015 0.013 0.012
H -0.03667 1.79900 -4.53761 -0.046 -0.001 -0.001
H 0.87192 1.32725 -5.93380 -0.040 -0.046 -0.090
H -0.70774 -0.72957 -4.28415 -0.018 0.009 -0.011
H 0.94329 -0.23931 -3.89429 0.010 0.011 -0.017
H 0.61064 -1.04831 -5.41619 -0.084 -0.041 -0.025
C 3.29631 1.37479 7.90736 -0.007 0.004 0.001
C 2.34730 1.72828 6.77270 0.009 -0.070 0.128
N 2.96213 1.62718 5.45922 -0.079 0.031 -0.134
C 2.17232 2.22658 4.40113 -0.002 0.119 -0.061
C 0.81206 1.59891 4.05966 0.006 0.044 -0.102
C 3.57603 0.35231 5.14785 0.142 -0.144 0.051
C 2.69312 -0.90406 5.20247 0.081 -0.057 -0.148
H 4.20144 1.98044 7.85868 0.015 -0.013 -0.032
H 2.81001 1.56665 8.86355 -0.005 -0.001 0.004
H 3.58278 0.32256 7.89486 0.001 -0.003 0.008
H 2.02661 2.76412 6.90434 -0.036 0.013 -0.081
H 1.44127 1.10795 6.86305 -0.011 0.020 0.014
H 2.78575 2.25896 3.49514 0.041 -0.039 0.015
H 2.00276 3.27145 4.67435 -0.014 -0.018 0.063
H 0.92021 0.66002 3.51247 -0.013 -0.023 0.110
H 0.24230 2.28121 3.42459 0.008 0.018 0.006
H 0.21223 1.40582 4.94833 0.009 -0.021 0.021
H 4.41708 0.20334 5.82800 -0.042 0.033 0.054
H 4.03111 0.43331 4.15607 -0.049 0.053 -0.031
H 2.05736 -0.92551 6.08724 0.005 0.021 0.016
H 3.32237 -1.79687 5.23119 0.006 0.012 0.021
H 2.05120 -0.99033 4.32364 -0.095 0.010 0.047

***

Entry 3:
71
Properties=species:S:1:pos:R:3:forces:R:3 method="wB97M-V/def2-TZVPD" multiplicity=6 charge=+4 e_lumo_ev="-11.25 / -15.43" homo_energy_ev="-15.22 / -20.31" orbital_gap_ev="3.97 / 4.87"
Ir 0.12631 0.32832 0.81413 -1.697 0.577 2.345
P 1.99598 -0.57939 1.70010 3.352 -1.844 1.559
P 0.76213 2.51852 1.58409 1.011 2.090 0.766
P -0.57139 -1.62072 -0.26752 -0.012 -1.794 -0.155
H 0.54226 2.17804 -1.11419 -0.189 -0.251 -0.007
C -0.10973 1.30219 -1.07002 -1.081 0.403 0.031
C -1.35296 1.39028 -0.35946 -0.070 1.324 -2.175
H -1.63399 2.33172 0.10122 0.129 -0.181 0.106
C 3.41812 -0.48626 0.54442 -0.434 0.259 -0.370
C 2.64010 0.10863 3.27008 -0.385 0.504 -0.035
C 1.90113 -2.33037 2.21673 -0.398 0.003 -0.268
C -0.19409 3.99608 1.05380 -0.300 -0.503 -0.262
C 0.82339 2.91246 3.37491 -0.148 -0.526 0.118
C 2.42995 2.99467 0.96610 -0.197 -0.271 -0.047
C -2.00509 -1.49758 -1.39755 0.235 0.380 0.119
C -1.13211 -2.97946 0.81195 0.168 0.157 -0.031
C 0.79798 -2.25663 -1.31443 -0.398 0.119 0.026
H -0.00553 0.61025 -1.91022 -0.080 0.135 0.279
H -2.20236 0.78899 -0.66763 0.238 -0.217 0.294
H 4.32416 -0.95084 0.97048 -0.476 0.110 0.065
H 3.62528 0.56677 0.31509 0.056 -0.314 0.006
H 3.14952 -1.00022 -0.38657 0.228 0.133 0.175
H 3.51510 -0.46458 3.61276 -0.252 0.007 -0.365
H 1.86229 0.03379 4.04042 0.187 0.001 -0.134
H 2.93615 1.15358 3.15279 0.027 -0.201 0.146
H 2.84866 -2.63940 2.68445 -0.200 0.262 -0.212
H 1.70168 -2.97049 1.35437 0.082 -0.071 0.288
H 1.09567 -2.43526 2.95682 0.227 -0.032 -0.177
H 0.33216 4.89566 1.40154 -0.055 -0.323 -0.068
H -1.19574 3.98582 1.49857 0.139 0.076 -0.086
H -0.28405 4.03037 -0.03388 -0.014 0.238 0.059
H 1.49451 3.76610 3.54167 -0.163 -0.187 -0.155
H 1.16569 2.06727 3.97350 -0.101 0.265 0.005
H -0.18280 3.19509 3.70320 0.164 -0.025 -0.007
H 2.61807 4.06576 1.13784 -0.158 -0.369 0.009
H 2.47325 2.79709 -0.11052 0.179 0.101 0.132
H 3.20587 2.41458 1.47186 -0.025 0.163 -0.140
H -2.13159 -2.47866 -1.87755 -0.024 0.294 0.159
H -1.82835 -0.72899 -2.15809 -0.196 -0.258 0.013
H -2.90766 -1.24728 -0.82075 0.210 -0.190 -0.229
H -1.29938 -3.86964 0.18700 -0.010 0.207 0.264
H -2.07580 -2.67191 1.28524 0.248 -0.165 -0.128
H -0.39376 -3.19802 1.58838 -0.339 -0.069 -0.214
H 0.43619 -3.09114 -1.93356 0.188 0.162 0.303
H 1.62981 -2.59172 -0.68593 -0.199 -0.023 -0.271
H 1.13881 -1.43701 -1.96229 0.025 -0.276 0.097
C -0.43836 -1.61627 -6.17112 -0.449 0.039 1.129
C 0.60658 -1.85871 -7.09447 0.816 -2.246 3.124
C 0.62139 -1.16416 -8.31403 0.282 1.881 -3.552
C -0.40776 -0.28259 -8.65140 0.383 -0.349 -0.092
C -1.48442 -0.11235 -7.77374 -0.680 2.047 -2.879
C -1.51844 -0.79721 -6.56000 -0.142 -1.891 3.525
S -0.48510 -2.20852 -4.52084 0.414 0.155 -1.315
H 0.72053 -2.84743 -4.40713 -0.477 0.261 -0.493
H 1.40741 -2.55179 -6.83825 -0.257 0.167 -0.130
H 1.45689 -1.30921 -8.99745 -0.218 0.084 0.185
H -0.38085 0.26798 -9.59126 0.029 -0.177 0.182
H -2.29954 0.55947 -8.01430 0.160 -0.048 -0.070
H -2.35478 -0.67713 -5.87093 0.153 -0.003 -0.251
C -1.88799 -0.79850 5.28420 -0.082 -0.192 0.459
N -2.32646 0.33518 4.47531 0.651 0.395 -1.826
C -3.37985 1.20744 5.02894 -0.413 0.482 0.033
C -1.83104 0.57988 3.26264 -0.890 0.275 1.913
O -0.93213 -0.15386 2.72684 0.562 0.075 -1.562
H -2.74641 -1.44767 5.49421 0.138 0.163 -0.078
H -1.49876 -0.43115 6.24210 -0.097 -0.019 -0.224
H -1.12065 -1.36334 4.77174 0.044 -0.014 -0.084
H -3.01650 2.23781 5.14372 -0.006 -0.331 -0.013
H -4.26230 1.21419 4.37640 0.243 -0.092 0.157
H -3.68325 0.84157 6.01361 0.170 -0.027 -0.257
H -2.24202 1.46993 2.74187 0.172 -0.513 0.294

***

Entry 4:
72
Properties=species:S:1:pos:R:3:forces:R:3 method="wB97M-V/def2-TZVPD" multiplicity=4 charge=+3 e_lumo_ev="-11.30 / -13.18" homo_energy_ev="-18.53 / -18.55" orbital_gap_ev="7.23 / 5.37"
Re -0.30827 0.63197 -0.14785 -3.337 -1.366 0.600
P -0.16718 0.99926 2.07746 -0.216 1.427 5.763
P -0.98159 0.41559 -2.29420 -2.291 0.071 -5.290
N -2.35393 0.64515 0.23151 -0.701 -3.144 0.301
C -1.95167 1.10649 2.58875 0.199 0.161 -0.205
H -2.11947 0.79555 3.63481 0.103 0.111 -0.520
H -2.25500 2.16398 2.48479 0.099 -0.384 0.144
C -2.72983 0.25809 1.57948 -1.080 0.726 1.392
H -2.55224 -0.82850 1.79677 -0.041 0.587 -0.674
H -3.82168 0.41667 1.73508 0.519 -0.198 -0.228
C -3.16389 -0.05303 -0.75060 -1.589 0.601 -1.090
H -4.24632 0.11236 -0.54431 0.556 -0.184 0.022
H -3.02359 -1.16627 -0.73332 0.117 0.713 0.506
C -2.83445 0.47381 -2.14993 0.171 0.217 0.125
H -3.13082 1.53619 -2.21719 0.062 -0.418 -0.058
H -3.34682 -0.08398 -2.95335 0.289 0.225 0.400
C -0.64537 -1.24096 -3.11124 0.132 -0.656 0.238
C 0.83767 -1.64484 -3.04885 0.197 0.109 -0.219
H 0.94521 -2.70323 -3.34748 -0.061 0.460 0.124
H 1.25091 -1.53199 -2.03530 -0.160 -0.039 -0.547
H 1.45146 -1.03829 -3.73547 -0.257 -0.282 0.244
C -0.56222 1.81696 -3.48035 0.297 0.612 0.371
C 0.91905 1.79985 -3.89334 0.144 -0.192 -0.076
H 1.18554 2.75552 -4.38032 -0.167 -0.434 0.262
H 1.11705 0.99339 -4.62073 -0.078 0.360 0.273
H 1.58846 1.65465 -3.03013 -0.106 0.121 -0.353
C 0.57818 2.63428 2.64127 0.118 0.566 -0.585
C 2.10880 2.65252 2.49313 0.168 -0.195 0.052
H 2.48494 3.68673 2.59469 -0.230 -0.476 -0.063
H 2.43534 2.26159 1.51586 0.016 0.214 0.322
H 2.58937 2.04847 3.28238 -0.183 0.284 -0.305
C 0.51436 -0.40975 3.11419 -0.005 -0.732 -0.319
C 1.89661 -0.88589 2.63552 0.191 0.212 -0.014
H 2.15282 -1.83773 3.13491 -0.116 0.417 -0.147
H 2.68435 -0.15470 2.88257 -0.303 -0.332 -0.061
H 1.91853 -1.05358 1.54831 0.111 0.249 0.612
C 1.43662 0.73481 -0.48666 10.040 -0.585 -1.976
C -1.49151 1.98486 -4.69425 -0.356 -0.319 -0.095
H -1.34322 1.18513 -5.43705 -0.041 0.364 0.306
H -2.55614 1.99349 -4.40725 0.392 0.058 -0.184
H -1.27259 2.94655 -5.19437 -0.025 -0.418 0.346
C 0.13193 3.14841 4.02036 -0.277 -0.299 0.294
H 0.46802 4.19403 4.14909 -0.124 -0.489 -0.199
H -0.96447 3.13423 4.13673 0.426 0.085 0.014
H 0.57124 2.55713 4.83950 -0.168 0.284 -0.349
C 0.49080 -0.19451 4.63517 -0.082 0.453 0.164
H 0.68417 -1.15370 5.14905 -0.096 0.363 -0.335
H 1.27770 0.51172 4.95092 -0.316 -0.334 -0.140
H -0.47981 0.18764 4.99421 0.419 -0.184 -0.077
C -1.21600 -1.41763 -4.52654 -0.100 0.444 -0.250
H -0.62613 -0.85262 -5.26849 -0.239 -0.283 0.298
H -1.17191 -2.48400 -4.81440 0.020 0.444 0.255
H -2.26777 -1.09364 -4.60318 0.427 -0.177 -0.021
H -1.20105 -1.91235 -2.42651 0.105 0.231 -0.439
H -0.21530 -1.20591 2.86485 0.155 0.187 0.099
H -0.71773 2.69031 -2.81630 0.024 -0.168 -0.246
H 0.15658 3.31695 1.87697 0.159 -0.150 0.312
O 2.59560 0.73852 -0.70307 -3.279 0.243 0.644
H -1.25871 3.58867 -0.05985 1.355 -0.192 -0.705
H -0.53897 3.58250 -0.41669 -1.276 -0.123 0.632
S -0.49821 -1.85138 -0.11573 -1.816 2.780 0.350
C 0.80177 -2.72530 0.40825 4.310 -3.466 0.803
N 0.62620 -3.83414 1.24538 -0.081 3.405 -1.906
C 1.85426 -4.58208 1.33413 0.721 -1.549 0.119
C 2.89472 -3.73540 0.57128 1.409 -0.434 0.639
N 2.13746 -2.67846 -0.04963 -3.735 -0.036 0.832
H -0.27508 -4.14052 1.63994 0.705 0.408 -0.474
H 1.69741 -5.55792 0.82472 0.240 0.463 0.527
H 2.16260 -4.74530 2.38863 -0.314 -0.014 -0.692
H 3.43639 -4.34517 -0.18323 -0.273 0.503 0.517
H 3.61736 -3.27063 1.27608 -0.206 -0.485 -0.458
H 2.58946 -1.94064 -0.59960 -0.674 -0.427 0.397

***

Number 1: maximum force 3.396 eV/Å. Number 2: maximum force 0.901 eV/Å. Number 3: maximum force 4.131 eV/Å. Number 4: maximum force 10.249 eV/Å.